Record 1
92
Properties=species:S:1:pos:R:3:mulliken_charge:R:1 method="wB97M-V/def2-TZVPD" smiles="c1cc[nH]c1.c1cc[nH]c1.c1cc[nH]c1.c1cc[nH]c1.c1cc[nH]c1.O=C1CCCO1.CC(C)=O.CC(C)=O.CC(C)=O" charge=0 e_homo_ev=-7.97 homo_lumo_gap_ev=8.35 e_tot_ev=-52699.55309 de_lowest_ev=2.8425 multiplicity=1 e_lumo_ev=0.38
O -4.553 3.924 3.101 -0.662
C -4.922 3.816 4.280 0.529
O -4.120 3.431 5.151 -0.311
C -4.677 3.371 6.476 -0.376
C -6.000 4.131 6.342 -0.498
C -6.342 4.001 4.835 -0.349
H -4.019 3.800 7.231 0.296
H -4.814 2.309 6.683 0.260
H -5.987 5.126 6.789 0.308
H -6.805 3.624 6.874 0.268
H -6.849 4.911 4.514 0.262
H -6.932 3.110 4.622 0.273
N -6.983 2.768 -7.815 0.009
C -6.925 1.627 -8.547 -0.587
C -7.031 0.534 -7.714 -0.320
C -6.991 1.083 -6.385 -0.301
C -6.945 2.443 -6.529 -0.469
H -6.945 3.715 -8.166 0.205
H -6.907 1.631 -9.627 0.365
H -7.061 -0.533 -7.878 0.376
H -6.897 0.490 -5.487 0.368
H -6.877 3.155 -5.719 0.357
N 3.451 -6.423 3.043 -0.007
C 4.707 -5.973 3.292 -0.376
C 5.178 -6.630 4.382 -0.422
C 4.121 -7.470 4.847 -0.419
C 3.062 -7.298 4.008 -0.455
H 2.950 -6.126 2.218 0.197
H 5.119 -5.189 2.674 0.360
H 6.153 -6.463 4.816 0.379
H 4.129 -8.058 5.753 0.375
H 2.042 -7.651 4.000 0.367
N 2.449 6.131 -3.139 -0.018
C 2.586 5.625 -4.410 -0.386
C 1.354 5.152 -4.808 -0.296
C 0.475 5.213 -3.703 -0.457
C 1.223 5.809 -2.660 -0.543
H 3.181 6.699 -2.737 0.210
H 3.513 5.724 -4.956 0.355
H 1.217 4.793 -5.817 0.373
H -0.557 4.895 -3.719 0.385
H 0.963 6.062 -1.642 0.378
N 2.353 -8.850 -4.595 0.003
C 1.615 -8.006 -3.818 -0.598
C 1.823 -6.702 -4.323 -0.363
C 2.759 -6.783 -5.389 -0.380
C 2.987 -8.179 -5.563 -0.329
H 2.389 -9.847 -4.439 0.197
H 1.003 -8.320 -2.985 0.352
H 1.401 -5.757 -4.013 0.385
H 3.181 -6.049 -6.060 0.377
H 3.621 -8.636 -6.308 0.356
N 2.776 -2.129 8.829 -0.022
C 1.836 -1.204 8.601 -0.467
C 1.763 -0.431 9.775 -0.371
C 2.529 -0.962 10.782 -0.275
C 3.149 -2.078 10.195 -0.524
H 3.050 -2.859 8.187 0.207
H 1.318 -1.051 7.665 0.360
H 1.067 0.377 9.946 0.354
H 2.655 -0.583 11.785 0.384
H 3.821 -2.766 10.686 0.352
C 5.662 4.720 2.981 -1.030
C 6.080 5.181 4.392 0.775
O 7.194 5.619 4.636 -0.546
C 5.171 4.730 5.535 -0.994
H 6.450 5.012 2.287 0.287
H 4.704 5.131 2.662 0.334
H 5.432 3.658 3.057 0.283
H 5.669 5.012 6.463 0.269
H 5.117 3.643 5.478 0.297
H 4.210 5.210 5.351 0.325
C -0.137 0.095 0.565 -1.019
C -1.217 -1.019 0.258 0.796
O -1.001 -2.207 0.574 -0.573
C -2.443 -0.653 -0.443 -0.997
H 0.867 -0.246 0.819 0.298
H -0.590 0.823 1.238 0.289
H 0.001 0.672 -0.349 0.316
H -3.274 -0.260 0.143 0.277
H -2.797 -1.510 -1.016 0.312
H -2.237 0.223 -1.059 0.300
C -1.378 -0.530 -7.404 -0.992
C -0.586 -0.614 -8.701 0.687
O 0.507 -1.100 -8.710 -0.551
C -1.270 -0.164 -9.937 -0.965
H -1.965 0.388 -7.453 0.352
H -0.646 -0.472 -6.599 0.308
H -2.004 -1.421 -7.346 0.263
H -1.233 -0.964 -10.676 0.311
H -0.776 0.667 -10.441 0.273
H -2.340 -0.103 -9.736 0.312



Record 2
12
Properties=species:S:1:pos:R:3:mulliken_charge:R:1 method="wB97M-V/def2-TZVPD" charge=+1 e_homo_ev="-14.56 / -14.81" homo_lumo_gap_ev="9.36 / 4.85" e_tot_ev=-20623.26351 de_lowest_ev=0.0000 multiplicity=3 e_lumo_ev="-5.20 / -9.96" s2=2.006
C -2.033 0.423 0.806 -0.563
C -1.382 0.390 -0.418 0.525
C -0.670 -0.824 -0.605 -0.646
F 2.765 1.178 -0.852 -0.191
F 2.115 0.173 1.158 -0.218
F 2.925 -1.060 -0.554 -0.144
P 3.397 0.188 0.179 0.568
H -2.440 1.351 1.302 0.296
H -2.335 -0.347 1.473 0.324
H -1.534 1.210 -1.075 0.410
H 0.155 -0.843 -1.335 0.340
H -0.963 -1.839 -0.079 0.299



Record 3
90
Properties=species:S:1:pos:R:3:mulliken_charge:R:1 method="wB97M-V/def2-TZVPD" charge=+4 e_homo_ev="-18.05 / -18.41" homo_lumo_gap_ev="8.21 / 5.97" e_tot_ev=-52974.05180 de_lowest_ev=1.1108 multiplicity=4 e_lumo_ev="-9.84 / -12.44" s2=3.793
Re -0.079 -0.327 -1.084 1.731
C 3.471 -6.631 -0.682 -1.538
C 2.722 -5.371 -0.440 0.091
C 2.622 -4.805 0.842 -1.328
C 1.952 -3.630 1.046 -1.096
C 1.321 -2.929 -0.021 1.822
N 0.778 -1.706 0.155 0.700
C 0.572 -1.191 1.468 -1.231
C 1.599 -0.772 2.310 -0.332
C 1.317 -0.436 3.623 -0.699
C 0.012 -0.483 4.123 -0.087
C -0.273 -0.156 5.553 -1.353
C -1.023 -0.821 3.248 -0.208
C -0.746 -1.176 1.939 0.015
N -1.789 -1.594 1.067 0.898
C -2.845 -2.377 1.360 -0.062
C -3.540 -2.614 0.195 -1.617
C -2.830 -1.935 -0.788 -0.365
N -1.771 -1.308 -0.267 -0.034
C 1.323 -3.574 -1.296 0.466
C 2.049 -4.732 -1.490 -0.706
N 0.513 -3.109 -2.370 0.263
C 0.119 -3.853 -3.426 -0.109
C -0.627 -3.063 -4.273 -1.203
C -0.670 -1.829 -3.651 -0.309
N 0.018 -1.849 -2.494 0.080
H 4.162 -6.849 0.129 0.424
H 4.020 -6.595 -1.624 0.413
H 2.768 -7.468 -0.753 0.336
H 3.099 -5.302 1.676 0.463
H 1.911 -3.206 2.037 0.490
H 2.623 -0.801 1.959 0.604
H 2.128 -0.168 4.287 0.579
H 0.553 -0.463 6.194 0.437
H -1.179 -0.649 5.900 0.406
H -0.405 0.919 5.693 0.248
H -2.045 -0.831 3.603 0.591
H -3.017 -2.723 2.365 0.562
H -4.430 -3.205 0.076 0.559
H -3.036 -1.865 -1.843 0.558
H 2.110 -5.185 -2.469 0.561
H 0.372 -4.894 -3.509 0.503
H -1.085 -3.354 -5.201 0.524
H -1.184 -0.940 -3.970 0.380
N 2.120 4.110 0.144 0.119
C 1.672 2.949 -0.726 2.033
C 2.911 2.353 -1.386 -1.667
C 2.563 1.348 -2.478 -0.051
N 1.972 0.076 -1.956 -0.861
C 1.609 1.949 -3.504 -1.560
C 0.329 2.502 -2.882 0.115
N -0.618 1.398 -2.504 -1.058
C 0.647 3.470 -1.734 -1.371
H 2.880 3.841 0.779 0.422
H 1.352 4.470 0.719 0.355
H 2.469 4.891 -0.426 0.438
H 1.204 2.238 -0.039 -1.428
H 3.581 1.911 -0.644 0.500
H 3.478 3.147 -1.884 0.479
H 3.496 1.080 -2.981 0.449
H 2.644 -0.368 -1.328 0.379
H 1.959 -0.535 -2.775 0.433
H 1.369 1.215 -4.278 0.521
H 2.122 2.760 -4.023 0.536
H -0.193 3.093 -3.638 0.528
H -0.964 1.038 -3.392 0.427
H -1.432 1.830 -2.073 0.023
H -0.270 3.785 -1.226 0.312
H 1.057 4.359 -2.224 0.641
C 0.060 2.574 2.417 -1.200
N -1.275 2.718 1.873 0.500
C -2.152 3.613 2.644 -0.634
C -3.258 4.150 1.767 -0.714
C -3.939 2.982 1.095 -0.622
N -2.954 2.141 0.387 0.286
C -3.534 1.425 -0.736 -1.152
C -1.685 2.012 0.806 -0.628
O -0.820 1.264 0.221 0.928
H 0.594 3.528 2.351 0.424
H 0.605 1.778 1.917 0.133
H 0.001 2.335 3.480 0.372
H -1.529 4.420 3.032 0.404
H -2.553 3.064 3.501 0.325
H -2.855 4.837 1.019 0.284
H -3.976 4.705 2.367 0.391
H -4.660 3.320 0.352 0.415
H -4.475 2.359 1.818 0.315
H -3.800 2.125 -1.532 0.396
H -4.449 0.929 -0.412 0.412
H -2.858 0.664 -1.105 0.218



Record 4
30
Properties=species:S:1:pos:R:3:mulliken_charge:R:1 method="wB97M-V/def2-TZVPD" smiles=Cc1ccccc1.Cc1ccccc1 charge=0 e_homo_ev=-8.81 homo_lumo_gap_ev=9.72 e_tot_ev=-14777.12231 de_lowest_ev=0.6431 multiplicity=1 e_lumo_ev=0.90
C 0.922 -3.307 0.188 -1.447
C -1.023 -1.659 -0.137 -0.417
C -0.146 -2.399 0.662 0.844
C -1.830 -0.713 0.443 -0.234
C -2.052 -0.647 1.823 -0.787
C -0.412 -2.407 2.040 -0.539
C -1.336 -1.514 2.593 -0.306
H -1.024 -1.858 -1.203 0.423
H -2.409 -0.096 -0.235 0.375
H 0.588 -4.196 -0.354 0.353
H 1.612 -3.662 0.954 0.373
H -2.813 0.003 2.230 0.406
H 0.150 -3.086 2.666 0.348
H -1.392 -1.502 3.678 0.331
H 1.614 -2.814 -0.514 0.282
C 1.136 0.846 0.803 -1.426
C 0.905 1.039 -1.643 -0.263
C 0.649 1.603 -0.398 0.786
C 0.663 1.796 -2.776 -0.520
C 0.174 2.916 -0.342 -0.372
C 0.234 3.101 -2.730 -0.444
C 0.039 3.694 -1.475 -0.507
H 1.302 0.034 -1.644 0.359
H 0.793 1.304 -3.738 0.318
H 1.771 1.429 1.480 0.456
H 1.723 -0.062 0.657 0.284
H -0.108 3.363 0.604 0.375
H 0.069 3.595 -3.676 0.369
H -0.147 4.756 -1.400 0.376
H 0.346 0.441 1.446 0.202



Record 5
84
Properties=species:S:1:pos:R:3:mulliken_charge:R:1 method="wB97M-V/def2-TZVPD" charge=+1 e_homo_ev="-10.22 / -10.22" homo_lumo_gap_ev="6.17 / 4.97" e_tot_ev=-102625.90328 de_lowest_ev=3.8599 multiplicity=6 e_lumo_ev="-4.05 / -5.25" s2=8.872
C 0.917 0.378 0.931 1.153
C 1.486 1.419 0.147 -0.972
C 2.589 1.971 0.889 -1.153
H 1.192 1.681 -0.866 0.572
C 2.668 1.267 2.144 -0.633
C 1.635 0.285 2.160 -0.848
H 1.454 -0.438 2.951 0.382
H 0.097 -0.262 0.623 0.226
H 3.316 2.688 0.516 0.686
H 3.436 1.412 2.902 0.508
Fe 0.820 2.686 2.090 -0.348
Si -2.792 4.131 -1.064 0.142
C -2.445 4.468 -2.854 0.700
C -3.070 5.557 -3.476 -0.526
H -3.813 6.134 -2.920 0.374
C -2.731 5.913 -4.784 -0.648
H -3.214 6.772 -5.250 0.450
C -1.777 5.170 -5.492 -0.593
H -1.511 5.452 -6.512 0.405
C -1.186 4.053 -4.893 -0.659
H -0.456 3.448 -5.437 0.450
C -1.529 3.694 -3.586 0.360
H -1.070 2.815 -3.125 -0.120
C -1.171 4.388 -0.103 0.584
C 0.066 4.139 -0.696 -1.143
H 0.125 3.718 -1.704 0.376
C 1.269 4.596 -0.068 -0.737
H 2.170 4.764 -0.665 0.936
C 1.391 4.476 1.385 0.000
H 2.337 4.629 1.913 0.919
C 0.039 4.544 2.094 -0.538
H 0.002 4.742 3.167 0.861
C -1.087 4.926 1.241 -0.006
H -1.996 5.295 1.717 0.670
H -2.976 2.675 -0.894 -0.170
Si 0.477 6.035 1.022 0.254
C 0.748 7.466 2.267 0.660
C 1.631 8.508 1.960 -0.337
H 2.236 8.456 1.052 0.353
C 1.720 9.625 2.798 -0.737
H 2.397 10.443 2.550 0.410
C 0.933 9.692 3.957 -0.460
H 0.995 10.562 4.610 0.385
C 0.067 8.640 4.278 -0.903
H -0.541 8.682 5.183 0.396
C -0.024 7.525 3.435 -0.431
H -0.710 6.711 3.688 0.230
C 0.153 7.200 -0.497 0.543
C 1.039 7.269 -1.576 -0.244
H 2.046 6.847 -1.514 0.355
C 0.632 7.846 -2.787 -0.710
H 1.313 7.855 -3.639 0.431
C -0.652 8.384 -2.914 -0.492
H -0.994 8.781 -3.872 0.443
C -1.505 8.392 -1.808 -0.697
H -2.505 8.820 -1.889 0.458
C -1.094 7.821 -0.595 -0.473
H -1.778 7.837 0.258 0.408
H -4.020 4.753 -0.752 -0.157
Cl -0.831 2.002 3.272 -0.434
C -1.539 -1.502 2.464 -0.912
N -1.202 -1.853 1.092 0.524
C -0.474 -3.109 0.998 -1.167
C -2.305 -1.701 0.168 -0.754
C -1.863 -1.728 -1.308 -1.065
N -1.909 -0.426 -1.933 0.600
C -1.141 -0.353 -3.159 -0.832
C -3.244 0.127 -2.082 -1.035
H -0.631 -1.545 3.077 0.301
H -2.296 -2.182 2.896 0.320
H -1.905 -0.469 2.498 0.123
H -0.019 -3.210 0.006 0.346
H 0.330 -3.104 1.745 0.334
H -1.117 -3.989 1.180 0.340
H -3.040 -2.526 0.293 0.227
H -2.801 -0.749 0.400 0.430
H -0.840 -2.115 -1.412 0.484
H -2.548 -2.438 -1.822 0.314
H -1.613 -0.918 -3.986 0.330
H -1.042 0.693 -3.478 0.091
H -0.139 -0.763 -2.984 0.272
H -3.874 -0.459 -2.781 0.327
H -3.750 0.159 -1.110 0.295
H -3.173 1.152 -2.469 0.195



Record 6
57
Properties=species:S:1:pos:R:3:mulliken_charge:R:1 method="wB97M-V/def2-TZVPD" charge=+3 e_homo_ev=-16.55 homo_lumo_gap_ev=7.82 e_tot_ev=-129782.63065 de_lowest_ev=0.0000 multiplicity=1 e_lumo_ev=-8.73
Sc -4.545 0.624 0.764 1.215
C -5.227 -5.061 -0.607 -1.337
C -5.798 -3.693 -0.371 0.468
C -7.160 -3.427 -0.504 -0.289
C -7.674 -2.154 -0.276 -0.638
C -6.761 -1.194 0.083 0.588
Br -7.300 0.605 0.462 -0.081
N -5.451 -1.393 0.220 -0.145
C -4.979 -2.634 -0.007 -0.497
H -6.009 -5.767 -0.876 0.383
H -4.733 -5.433 0.290 0.353
H -4.498 -5.042 -1.416 0.344
H -7.837 -4.223 -0.787 0.424
H -8.727 -1.934 -0.372 0.445
H -3.911 -2.766 0.115 0.546
F 1.295 -2.041 -1.382 -0.319
C 1.130 -0.872 -0.752 0.582
C -0.129 -0.501 -0.400 -0.966
C -0.335 0.690 0.322 0.970
C -1.639 1.108 0.729 1.494
O -2.679 0.352 0.404 -1.074
C -1.764 2.286 1.456 -0.183
C -0.613 3.012 1.749 -0.494
N 0.599 2.652 1.365 0.293
C 1.749 3.476 1.752 -0.288
C 1.619 4.966 1.700 -1.025
C 2.467 4.257 0.690 -0.385
C 0.789 1.470 0.656 -0.094
C 2.074 1.076 0.262 -0.962
C 2.278 -0.091 -0.453 -0.883
N 3.574 -0.446 -0.852 0.259
C 4.601 -0.575 0.176 -0.571
C 5.972 -0.254 -0.390 -0.715
N 6.243 -1.148 -1.572 -0.149
C 5.154 -1.023 -2.607 -0.982
C 3.811 -1.344 -1.976 -0.624
C -3.037 2.884 1.988 0.614
O -3.063 3.891 2.616 -0.514
O -4.146 2.165 1.685 -0.495
H -0.958 -1.144 -0.655 0.574
H -0.693 3.925 2.323 0.790
H 2.310 3.027 2.560 0.430
H 2.096 5.521 2.495 0.268
H 0.694 5.393 1.341 0.363
H 3.542 4.327 0.770 0.333
H 2.079 4.202 -0.319 0.246
H 2.914 1.717 0.481 0.820
H 4.599 -1.589 0.601 0.227
H 4.413 0.113 0.997 0.413
H 6.763 -0.417 0.339 0.399
H 6.021 0.767 -0.767 0.381
H 6.306 -2.121 -1.257 0.399
H 7.151 -0.923 -1.985 0.361
H 5.393 -1.707 -3.420 0.442
H 5.193 0.004 -2.967 0.368
H 3.778 -2.399 -1.678 0.438
H 3.057 -1.198 -2.745 0.481



Record 7
77
Properties=species:S:1:pos:R:3:mulliken_charge:R:1 method="wB97M-V/def2-TZVPD" charge=0 e_homo_ev=-6.05 homo_lumo_gap_ev=5.87 e_tot_ev=-91138.58577 de_lowest_ev=1.7070 multiplicity=1 e_lumo_ev=-0.18
Sr 1.336 0.418 0.441 1.142
C 1.125 -3.654 -0.406 -0.217
C 2.317 -3.141 -0.901 -0.365
C 3.312 -2.735 -0.021 -0.446
C 3.107 -2.836 1.349 -0.314
C 1.907 -3.335 1.841 -0.273
C 0.917 -3.748 0.963 -0.591
H 0.360 -4.003 -1.089 0.492
H 2.483 -3.072 -1.968 0.357
H 4.248 -2.353 -0.408 0.289
H 3.889 -2.540 2.038 0.386
H 1.748 -3.407 2.909 0.391
H -0.015 -4.145 1.343 0.336
S 0.361 0.566 -2.333 -0.193
C 1.672 1.380 -3.196 0.214
C 1.363 1.871 -4.469 -0.680
C 2.305 2.499 -5.263 -0.687
C 3.589 2.687 -4.772 -0.557
C 3.899 2.245 -3.500 -0.588
C 2.974 1.570 -2.690 0.388
S 3.556 1.020 -1.129 -0.671
H 0.350 1.744 -4.833 0.312
H 2.035 2.849 -6.252 0.352
H 4.344 3.168 -5.382 0.344
H 4.890 2.410 -3.097 0.400
C 4.235 0.943 2.162 -1.271
C 3.163 0.985 3.212 0.837
C 3.485 1.486 4.492 -0.841
C 2.516 1.541 5.448 -0.870
C 1.215 1.071 5.164 1.268
C 0.212 1.061 6.149 -0.848
C -1.031 0.581 5.836 -0.655
C -1.299 0.103 4.551 -0.549
C -0.348 0.088 3.539 0.765
S -0.792 -0.583 2.000 -0.428
C 0.960 0.587 3.849 -1.334
N 1.946 0.582 2.905 0.243
H 5.220 0.949 2.625 0.416
H 4.169 1.817 1.508 0.322
H 4.152 0.064 1.521 0.092
H 4.491 1.830 4.690 0.452
H 2.725 1.935 6.435 0.404
H 0.440 1.426 7.143 0.361
H -1.814 0.564 6.584 0.373
H -2.279 -0.292 4.318 0.469
C -1.965 3.605 1.671 -0.973
S -1.693 2.842 0.049 0.310
C -0.673 4.120 -0.736 -0.799
H -1.048 4.095 1.993 0.287
H -2.215 2.804 2.364 0.233
H -2.779 4.326 1.619 0.355
H -1.297 4.938 -1.091 0.329
H -0.161 3.646 -1.572 0.147
H 0.056 4.487 -0.015 0.301
C -3.841 -2.452 -3.392 -0.795
N -2.622 -1.568 -3.246 0.275
C -3.088 -0.171 -2.805 -0.492
N -3.875 -0.264 -1.630 0.275
C -5.015 -1.137 -1.823 -0.928
N -4.607 -2.493 -2.191 0.153
C -3.917 -3.167 -1.087 -1.106
P -2.329 -2.321 -0.533 0.574
C -1.655 -2.154 -2.268 -0.592
C -3.083 -0.612 -0.451 -0.339
H -3.503 -3.453 -3.663 0.379
H -4.455 -2.041 -4.195 0.355
H -2.144 -1.468 -4.143 0.359
H -3.677 0.236 -3.630 0.393
H -2.189 0.426 -2.640 -0.045
H -5.646 -0.737 -2.622 0.291
H -5.604 -1.179 -0.908 0.375
H -3.705 -4.201 -1.368 0.432
H -4.587 -3.194 -0.225 0.421
H -1.361 -3.140 -2.633 0.516
H -0.765 -1.518 -2.248 -0.077
H -2.279 0.112 -0.322 -0.117
H -3.714 -0.560 0.438 0.473



Record 8
21
Properties=species:S:1:pos:R:3:mulliken_charge:R:1 method="wB97M-V/def2-TZVPD" charge=+2 e_homo_ev=-17.37 homo_lumo_gap_ev=9.74 e_tot_ev=-29161.31869 de_lowest_ev=0.4906 multiplicity=1 e_lumo_ev=-7.63
C 3.209 0.661 0.621 0.698
C -3.803 -0.164 -0.096 0.827
N 4.520 0.508 0.613 -0.317
N -4.747 0.208 0.753 -0.332
N 2.516 -1.365 -1.430 1.287
N 2.631 1.622 1.402 -0.410
N -4.029 -0.676 -1.276 -0.302
O 1.899 -2.147 -0.945 -0.274
O 3.071 -0.878 -2.234 -0.276
O -0.593 -1.088 -0.979 -0.398
O 2.360 -0.123 -0.045 -0.565
O -2.561 0.018 0.335 -0.396
P -0.847 -0.275 0.138 0.628
H 5.167 0.974 1.225 0.231
H 4.753 -0.255 0.066 0.193
H -5.589 -0.175 0.447 0.204
H -4.445 0.871 1.459 0.264
H 3.123 2.454 1.694 0.247
H 1.547 1.788 1.510 0.211
H -4.983 -0.917 -1.483 0.232
H -3.199 -1.039 -1.776 0.246